C3H7N3O | the ωB97M-V functional and the def2-TZVPD basis

```
14
Properties=species:S:1:pos:R:3:forces:R:3
C -0.7099 1.6040 0.1092 0.331 -1.939 -0.220
C -0.8965 2.9775 -0.0564 0.706 0.848 -1.420
C 1.4679 -1.8348 0.4977 1.471 -1.496 2.055
N -0.4913 0.4474 -0.0437 0.769 1.506 0.764
N -0.6220 -0.7566 -0.3409 -5.755 5.502 -1.005
N 0.2424 -1.6671 -0.1888 5.283 -4.453 0.891
O -0.2995 -2.7269 -0.6762 -2.301 -0.242 -1.751
H 0.1086 3.5351 -0.1002 -1.380 -0.729 -0.329
H -1.5286 3.4691 0.6474 -0.513 0.228 1.235
H -1.5767 2.9761 -0.9731 1.042 0.423 0.321
H 1.4160 -1.3303 1.4388 -0.113 0.670 0.688
H 2.3583 -1.5168 -0.0030 0.295 0.599 -0.948
H 1.6871 -2.9102 0.7919 -0.906 1.011 -0.748
H -1.1557 -2.2663 -1.1028 1.072 -1.930 0.466
```
Positions in Å, forces in eV/Å.

The frontier orbital gap (spin up / spin down) is 9.30 / 7.51 eV. Its expectation value of S² is 2.0167. As for the calculated total energy: -9714.244 eV. The charge is +2. Its HOMO energy (spin up / spin down) is -18.855 / -21.944 eV. For the LUMO energy (spin up / spin down), the calculation gives -9.56 / -14.44 eV. As for the spin multiplicity: 3. For the energy above the lowest of the compared OMol25 structures with the same formula, charge and spin, the calculation gives 0.000 eV.

For reference, the natural (NBO) charges in units of e are:
1 C 0.755
2 C -0.794
3 C -0.524
4 N -0.113
5 N 0.050
6 N 0.234
7 O -0.145
8 H 0.370
9 H 0.362
10 H 0.364
11 H 0.271
12 H 0.296
13 H 0.326
14 H 0.547

---

C29H21Cl68IN5O3S | the ωB97M-V functional and the def2-TZVPD basis

```
128
Properties=species:S:1:pos:R:3:forces:R:3
C 1.3442 2.3457 2.7725 0.668 -0.541 -1.073
C 0.0832 2.2239 1.8899 2.128 -0.137 1.118
O -0.9497 2.1551 2.4454 -2.621 -0.207 0.564
N 0.1632 2.1524 0.4635 0.587 0.921 0.326
C 1.1021 3.1475 -0.1292 0.692 -0.700 -0.831
N -1.0641 2.1328 -0.1234 -1.232 -0.294 -0.739
C -1.7319 1.1932 -0.8300 -0.923 -1.369 -0.655
N -1.2860 -0.0086 -1.1684 1.084 -1.267 -0.400
C 0.0116 -0.5882 -0.8907 1.366 0.719 0.901
C 0.0919 -1.1146 0.6065 1.363 0.384 -2.367
O -0.8809 -1.2178 1.2095 -2.362 -0.298 2.001
I 1.9849 -1.6575 1.5291 -0.076 0.300 -0.507
N -2.9893 1.5468 -1.2238 2.153 2.005 1.793
C -3.0787 2.8185 -0.7126 -0.847 -2.375 -1.998
C -4.3767 3.5793 -0.9058 -0.321 -0.237 0.870
C -5.1668 3.5196 0.4509 0.007 -0.091 0.239
C -5.6938 2.0793 0.7791 0.235 0.961 1.042
S -4.5014 1.1030 1.8182 0.225 -0.355 -0.361
N -1.9682 3.1599 -0.0885 -1.771 2.778 0.929
C -1.8783 4.4701 0.5333 0.892 1.740 0.187
C -1.1611 5.5520 -0.3631 0.921 0.364 0.212
O -1.0907 5.1634 -1.7290 -0.197 -0.408 0.404
H 1.4102 3.3307 3.2648 -0.103 -0.320 -0.443
H 2.2747 2.1049 2.2201 -0.387 0.413 0.292
H 1.2649 1.5908 3.5728 -0.267 0.377 -0.430
H 0.7279 3.3997 -1.1388 0.111 0.063 0.624
H 1.2320 4.0437 0.5007 -0.172 -0.567 -0.363
H 2.0782 2.6420 -0.2855 -0.430 0.505 0.296
H -1.9170 -0.5678 -1.7324 -0.101 0.191 0.233
H 0.2742 -1.4141 -1.5703 -0.367 0.379 0.191
H 0.7985 0.1909 -0.9762 -0.323 -0.583 -0.118
H -4.9966 3.0279 -1.6395 0.726 0.191 0.271
H -4.2581 4.5993 -1.3105 0.235 -0.358 0.429
H -5.9974 4.2547 0.4609 0.401 -0.523 -0.278
H -4.5095 3.8061 1.2982 -0.385 -0.008 -0.482
H -5.8920 1.4784 -0.1265 0.154 0.196 0.505
H -6.6079 2.1644 1.3957 0.321 -0.055 -0.622
H -3.9979 1.9697 2.7428 -0.628 0.105 -0.585
H -2.8846 4.8792 0.7419 0.376 -0.897 -0.268
H -1.3730 4.4587 1.5195 -0.260 -0.383 -0.618
H -0.1327 5.7027 0.0354 -0.540 -0.081 -0.229
H -1.6514 6.5461 -0.3032 -0.069 -0.673 0.300
H -0.3180 5.5832 -2.1190 -0.091 0.057 -0.102
C 2.7542 0.5461 6.7432 -0.001 0.021 0.185
Cl 2.6377 2.3105 6.6094 0.018 -0.072 -0.054
Cl 2.3897 -0.1881 5.1669 0.050 -0.094 0.127
Cl 4.3919 0.0984 7.2350 -0.151 0.015 -0.073
Cl 1.5937 -0.0306 7.9442 0.047 0.617 -0.199
C -5.3038 1.9318 -4.9071 -0.037 -0.214 -0.384
Cl -5.9886 3.3961 -4.1800 0.027 -0.064 -0.029
Cl -6.6046 0.7906 -5.2703 0.175 0.175 0.118
Cl -4.4580 2.3599 -6.3980 -0.279 0.031 0.090
Cl -4.1624 1.1805 -3.7678 -0.520 0.969 -0.271
C 4.9510 5.4446 0.2332 0.396 0.008 -0.059
Cl 5.9547 5.9363 1.6023 -0.141 -0.059 -0.137
Cl 5.3447 6.4438 -1.1723 -0.301 -0.029 0.277
Cl 5.2595 3.7378 -0.1400 -0.144 0.223 0.356
Cl 3.2396 5.6598 0.6491 0.041 0.125 0.042
C 4.5814 2.1128 -3.9170 0.274 -0.005 -0.353
Cl 5.8170 0.8542 -3.9806 -0.391 -0.022 -0.365
Cl 3.3137 1.6427 -2.7652 -0.005 -0.003 0.041
Cl 5.3201 3.6360 -3.3927 -0.490 -0.352 -0.310
Cl 3.8698 2.3124 -5.5206 0.113 0.080 0.240
C -10.3626 -0.3683 -6.3385 -0.106 -0.017 -0.108
Cl -11.0439 1.0937 -5.6090 0.063 -0.091 -0.031
Cl -11.6644 -1.5047 -6.7084 0.121 0.122 0.062
Cl -9.5076 0.0590 -7.8285 -0.027 -0.020 0.118
Cl -9.2268 -1.1190 -5.2028 -0.112 -0.051 -0.030
C 8.4225 0.0156 -1.1822 0.034 -0.071 0.041
Cl 8.9352 -0.1689 0.4980 -0.058 0.005 -0.191
Cl 9.8348 0.2909 -2.2105 -0.125 0.006 0.064
Cl 7.5905 -1.4596 -1.7031 0.031 0.083 0.010
Cl 7.3177 1.3915 -1.3216 0.336 0.118 0.434
C -3.1395 -3.2528 -3.5452 -0.130 -0.185 -0.174
Cl -1.6995 -3.4051 -2.5148 -0.022 0.016 0.008
Cl -3.4730 -1.5343 -3.8389 0.166 -0.689 0.087
Cl -2.8518 -4.0704 -5.0848 0.014 0.106 0.170
Cl -4.5240 -3.9901 -2.7320 0.157 0.101 -0.039
C -16.0487 -1.8333 -6.5190 -0.060 0.044 0.011
Cl -15.2608 -0.2986 -6.1199 -0.036 -0.099 -0.026
Cl -17.1763 -1.5871 -7.8596 0.098 -0.024 0.098
Cl -14.8213 -3.0206 -6.9913 -0.075 0.026 0.014
Cl -16.9313 -2.4291 -5.1060 0.078 0.038 -0.103
C -0.0842 2.2880 -6.8639 -0.015 -0.078 -0.047
Cl 1.1803 1.0540 -6.9255 -0.177 0.001 -0.088
Cl -1.3236 1.7939 -5.6990 0.276 0.014 0.022
Cl 0.6167 3.8333 -6.3606 -0.037 -0.049 -0.009
Cl -0.8161 2.4663 -8.4644 0.033 -0.006 0.151
C 1.6395 -4.0902 9.3192 0.023 -0.088 0.016
Cl 2.6535 -3.6327 10.6959 -0.064 -0.013 -0.102
Cl 2.0219 -3.0474 7.9380 -0.033 -0.584 0.180
Cl 1.9463 -5.7817 8.8958 -0.050 0.250 0.023
Cl -0.0663 -3.8926 9.7497 0.107 0.011 -0.041
C 10.6363 -3.1311 3.1658 0.063 -0.096 -0.086
Cl 10.5354 -1.3677 3.0584 0.084 -0.071 0.157
Cl 10.2793 -3.8391 1.5828 0.009 0.068 0.101
Cl 12.2655 -3.5989 3.6703 -0.161 0.050 -0.036
Cl 9.4564 -3.7163 4.3481 0.367 0.138 0.004
C 1.4910 -9.2688 6.8531 -0.058 -0.061 -0.069
Cl 2.5168 -8.8149 8.2239 0.011 -0.178 -0.087
Cl 1.8664 -8.2307 5.4695 -0.017 -0.030 0.112
Cl 1.7919 -10.9579 6.4251 -0.013 0.173 0.064
Cl -0.2099 -9.0652 7.2987 0.117 0.002 -0.011
C 6.7409 -4.1665 -4.9552 0.061 -0.073 -0.036
Cl 6.6105 -2.4098 -5.1358 -0.029 -0.079 -0.037
Cl 6.3984 -4.9466 -6.5052 0.016 0.071 0.129
Cl 8.3783 -4.5840 -4.4314 -0.128 0.049 -0.018
Cl 5.5740 -4.7211 -3.7428 0.070 0.053 -0.052
C 4.8775 -5.0579 4.4503 0.098 -0.115 0.208
Cl 4.0419 -3.9458 3.3420 0.117 -0.114 0.113
Cl 4.6501 -6.7192 3.8876 0.035 0.148 -0.013
Cl 6.6082 -4.6811 4.4922 -0.466 -0.052 -0.183
Cl 4.2077 -4.8845 6.0762 -0.008 -0.021 -0.193
C 1.6293 -15.1249 6.4187 -0.013 -0.062 0.006
Cl 2.7980 -14.3324 7.4870 -0.072 -0.042 -0.071
Cl 2.3270 -15.2891 4.8000 -0.044 0.026 0.106
Cl 1.2371 -16.7272 7.0581 0.030 0.125 -0.047
Cl 0.1555 -14.1475 6.3288 0.087 -0.080 0.003
C 9.3058 5.6639 -2.1021 0.129 0.058 0.018
Cl 9.0012 7.1869 -1.2515 0.007 -0.099 -0.043
Cl 7.8026 5.0914 -2.8480 0.641 0.029 -0.032
Cl 10.5250 5.9217 -3.3567 -0.123 -0.026 0.103
Cl 9.8864 4.4504 -0.9521 -0.088 0.071 -0.082
C -8.5843 6.7800 0.5650 -0.124 0.114 0.073
Cl -10.2878 7.1272 0.2524 0.180 -0.055 0.019
Cl -8.4419 5.7570 2.0041 0.024 0.032 -0.092
Cl -7.8888 5.9322 -0.8289 -0.028 0.024 -0.017
Cl -7.7092 8.2951 0.8282 -0.038 -0.130 -0.025
```
Positions in Å, forces in eV/Å.

The frontier orbital gap is 8.95 eV. As for the calculated total energy: -914453.945 eV. The charge is +1. Its HOMO energy is -11.106 eV. For the LUMO energy, the calculation gives -2.16 eV. As for the spin multiplicity: 1. For the energy above the lowest of the compared OMol25 structures with the same formula, charge and spin, the calculation gives 1.182 eV.

Results of the Mulliken charge analysis, in e, for atoms 1 through 99:
1 C -0.697
2 C 0.177
3 O -0.448
4 N 0.042
5 C -0.807
6 N 1.141
7 C -0.515
8 N 0.695
9 C -0.247
10 C 0.229
11 O -0.381
12 I 0.015
13 N -0.336
14 C 0.466
15 C -0.732
16 C 0.152
17 C -0.650
18 S -0.246
19 N 0.646
20 C -0.746
21 C -0.478
22 O -0.512
23 H 0.293
24 H 0.264
25 H -0.035
26 H 0.421
27 H -0.128
28 H 0.473
29 H -0.193
30 H 0.568
31 H -0.185
32 H -0.172
33 H 0.404
34 H -0.333
35 H 0.324
36 H 0.298
37 H 0.399
38 H 0.135
39 H 0.563
40 H 0.262
41 H 0.159
42 H 0.431
43 H 0.309
44 C 0.251
45 Cl -0.124
46 Cl 0.018
47 Cl -0.076
48 Cl -0.070
49 C 0.076
50 Cl -0.074
51 Cl 0.004
52 Cl -0.092
53 Cl 0.176
54 C 0.253
55 Cl -0.086
56 Cl -0.078
57 Cl -0.021
58 Cl -0.075
59 C -0.037
60 Cl 0.010
61 Cl 0.036
62 Cl 0.059
63 Cl -0.052
64 C 0.315
65 Cl -0.104
66 Cl -0.032
67 Cl -0.092
68 Cl -0.097
69 C 0.052
70 Cl -0.033
71 Cl -0.100
72 Cl -0.052
73 Cl 0.192
74 C 0.239
75 Cl -0.099
76 Cl -0.007
77 Cl -0.088
78 Cl -0.087
79 C 0.367
80 Cl -0.086
81 Cl -0.091
82 Cl -0.100
83 Cl -0.092
84 C 0.239
85 Cl -0.093
86 Cl 0.063
87 Cl -0.100
88 Cl -0.092
89 C 0.200
90 Cl -0.100
91 Cl -0.009
92 Cl 0.019
93 Cl -0.113
94 C 0.361
95 Cl -0.095
96 Cl -0.094
97 Cl -0.086
98 Cl -0.063
99 C 0.309

---

C9H11Cl3Si | the ωB97M-V functional and the def2-TZVPD basis

```
24
Properties=species:S:1:pos:R:3:forces:R:3
C -0.5625 2.8671 -1.9133 -0.261 0.753 -0.330
C -0.1242 1.9613 -0.8088 1.736 -0.147 0.483
C 1.1062 2.2243 -0.1472 -1.184 -0.284 -0.095
C 1.4952 1.4506 0.9206 -0.386 -1.190 -0.429
C 0.6813 0.3517 1.2722 1.426 -0.410 0.954
C -0.4553 -0.0012 0.5710 -0.751 0.576 0.580
C -1.2884 -1.2082 0.9444 0.356 0.741 -0.178
C -0.8133 -2.3805 0.0502 -1.234 -1.599 0.955
Si 0.9051 -3.0141 0.3916 0.304 -0.084 0.098
Cl 1.1007 -3.2784 2.4689 0.184 0.244 -1.007
Cl 2.2099 -1.6136 -0.4704 -0.174 -1.240 0.410
Cl 1.2652 -4.9131 -0.4328 -0.186 1.090 0.327
C -0.8685 0.8250 -0.4603 -0.464 2.228 -0.449
H 0.0764 3.8120 -2.0239 -0.933 -1.492 0.126
H -0.6163 2.2957 -2.8570 0.255 0.465 0.208
H -1.6035 3.1444 -1.6886 0.244 0.330 -0.243
H 1.7260 3.0638 -0.3982 0.039 0.321 -0.431
H 2.5046 1.5926 1.3070 -0.481 -0.020 0.469
H 1.0398 -0.3276 2.0810 -0.404 0.648 -0.580
H -2.3560 -0.9377 0.8757 0.303 -0.428 -0.674
H -1.1923 -1.3715 2.0177 0.440 -0.541 -0.045
H -1.5085 -3.2628 0.1958 0.724 0.721 -0.157
H -0.8286 -2.1692 -1.0151 -0.171 0.384 -0.142
H -1.8929 0.8893 -0.8807 0.615 -1.068 0.151
```
Positions in Å, forces in eV/Å.

Its SMILES is Cc1cccc(CC[Si](Cl)(Cl)Cl)c1. The frontier orbital gap is 9.31 eV. As for the calculated total energy: -54960.840 eV. The charge is 0. Its HOMO energy is -8.807 eV. For the LUMO energy, the calculation gives 0.50 eV. As for the spin multiplicity: 1. For the energy above the lowest of the compared OMol25 structures with the same formula, charge and spin, the calculation gives 0.253 eV.

For reference, the natural (NBO) charges in units of e are:
1 C -0.638
2 C 0.016
3 C -0.227
4 C -0.197
5 C -0.220
6 C -0.017
7 C -0.423
8 C -0.926
9 Si 1.476
10 Cl -0.370
11 Cl -0.352
12 Cl -0.354
13 C -0.243
14 H 0.222
15 H 0.224
16 H 0.217
17 H 0.208
18 H 0.218
19 H 0.214
20 H 0.223
21 H 0.227
22 H 0.256
23 H 0.256
24 H 0.210

---

> Which formula does entry 3 have?

C9H11Cl3Si

---

What did the third record say?
C9H11Cl3Si | the ωB97M-V functional and the def2-TZVPD basis

```
24
Properties=species:S:1:pos:R:3:forces:R:3
C -0.5625 2.8671 -1.9133 -0.261 0.753 -0.330
C -0.1242 1.9613 -0.8088 1.736 -0.147 0.483
C 1.1062 2.2243 -0.1472 -1.184 -0.284 -0.095
C 1.4952 1.4506 0.9206 -0.386 -1.190 -0.429
C 0.6813 0.3517 1.2722 1.426 -0.410 0.954
C -0.4553 -0.0012 0.5710 -0.751 0.576 0.580
C -1.2884 -1.2082 0.9444 0.356 0.741 -0.178
C -0.8133 -2.3805 0.0502 -1.234 -1.599 0.955
Si 0.9051 -3.0141 0.3916 0.304 -0.084 0.098
Cl 1.1007 -3.2784 2.4689 0.184 0.244 -1.007
Cl 2.2099 -1.6136 -0.4704 -0.174 -1.240 0.410
Cl 1.2652 -4.9131 -0.4328 -0.186 1.090 0.327
C -0.8685 0.8250 -0.4603 -0.464 2.228 -0.449
H 0.0764 3.8120 -2.0239 -0.933 -1.492 0.126
H -0.6163 2.2957 -2.8570 0.255 0.465 0.208
H -1.6035 3.1444 -1.6886 0.244 0.330 -0.243
H 1.7260 3.0638 -0.3982 0.039 0.321 -0.431
H 2.5046 1.5926 1.3070 -0.481 -0.020 0.469
H 1.0398 -0.3276 2.0810 -0.404 0.648 -0.580
H -2.3560 -0.9377 0.8757 0.303 -0.428 -0.674
H -1.1923 -1.3715 2.0177 0.440 -0.541 -0.045
H -1.5085 -3.2628 0.1958 0.724 0.721 -0.157
H -0.8286 -2.1692 -1.0151 -0.171 0.384 -0.142
H -1.8929 0.8893 -0.8807 0.615 -1.068 0.151
```
Positions in Å, forces in eV/Å.

Its SMILES is Cc1cccc(CC[Si](Cl)(Cl)Cl)c1. The frontier orbital gap is 9.31 eV. As for the calculated total energy: -54960.840 eV. The charge is 0. Its HOMO energy is -8.807 eV. For the LUMO energy, the calculation gives 0.50 eV. As for the spin multiplicity: 1. For the energy above the lowest of the compared OMol25 structures with the same formula, charge and spin, the calculation gives 0.253 eV.

For reference, the natural (NBO) charges in units of e are:
1 C -0.638
2 C 0.016
3 C -0.227
4 C -0.197
5 C -0.220
6 C -0.017
7 C -0.423
8 C -0.926
9 Si 1.476
10 Cl -0.370
11 Cl -0.352
12 Cl -0.354
13 C -0.243
14 H 0.222
15 H 0.224
16 H 0.217
17 H 0.208
18 H 0.218
19 H 0.214
20 H 0.223
21 H 0.227
22 H 0.256
23 H 0.256
24 H 0.210

---

> Among the records above, which one has the highest spin multiplicity?

C3H7N3O